1.
{
  "formula": "C4H15N3PS",
  "method": "ωB97M-V/def2-TZVPD",
  "elements": ["C", "C", "C", "C", "N", "N", "N", "P", "S", "H", "H", "H", "H", "H", "H", "H", "H", "H", "H", "H", "H", "H", "H", "H"],
  "positions_angstrom": [[1.48527, 1.07576, -1.96811], [-1.39254, 0.99313, 1.06005], [0.31155, -1.78759, 2.27807], [1.78274, -0.14632, 0.50991], [-0.74588, -1.18789, -0.50548], [-1.91529, 0.99138, -1.63903], [0.78117, 0.86499, -0.71394], [-0.80503, 0.44593, -0.62263], [1.23548, -0.28667, 2.30717], [1.70242, 0.17029, -2.44425], [0.92048, 1.68433, -2.63083], [2.33642, 1.61745, -1.63190], [-1.90713, 1.95226, 0.81769], [-0.57393, 1.14168, 1.74442], [-1.92083, 0.20603, 1.65027], [0.29950, -2.23289, 3.31452], [0.68017, -2.56106, 1.49853], [-0.65458, -1.48252, 1.97279], [1.71707, -1.12075, -0.02980], [2.82267, 0.23469, 0.40599], [-0.67689, -1.75431, -1.32358], [-1.49802, -1.61674, -0.03278], [-2.35401, 1.85571, -1.40274], [-1.63081, 0.94310, -2.61437]],
  "forces_ev_per_angstrom": [[-0.233, 0.462, 1.721], [-0.298, -0.335, -1.197], [0.534, -2.155, -0.362], [-1.135, 0.038, -1.036], [-0.362, -0.642, -0.564], [0.419, 0.067, -1.605], [-0.249, -0.945, 1.877], [1.865, -0.413, 4.564], [2.200, 0.748, -2.109], [0.765, -1.384, -0.864], [-0.564, 0.715, -0.542], [1.124, 0.368, -0.605], [-0.080, -0.804, 0.893], [0.572, 0.658, -0.429], [-0.598, 0.786, -1.065], [0.062, 0.520, -1.164], [-0.334, 1.292, 1.524], [-1.202, -0.371, 0.099], [-0.040, 0.732, 0.800], [-1.086, 0.381, 0.169], [0.669, -0.137, -0.977], [-1.173, -0.271, 0.954], [-0.333, 0.611, 0.011], [-0.523, 0.078, -0.090]],
  "mulliken_charge": [-1.12, -1.07, -0.44, -0.57, -0.44, -0.46, -0.12, 0.66, -0.05, 0.36, 0.43, 0.38, 0.37, 0.32, 0.35, 0.35, 0.23, -0.03, 0.37, 0.42, 0.22, 0.26, 0.26, 0.29],
  "multiplicity": 1,
  "gap_ha": 0.355,
  "energy_ha": -1064.94085,
  "charge": 1,
  "de_lowest_kj_mol": 115.4
}



2.
{
  "formula": "C3H6N2S",
  "method": "ωB97M-V/def2-TZVPD",
  "elements": ["N", "C", "S", "N", "C", "C", "H", "H", "H", "H", "H", "H"],
  "positions_angstrom": [[1.17756, 1.38717, 0.07031], [1.11035, 0.05512, -0.14454], [2.48504, -0.84401, 0.02667], [-0.12818, -0.40672, -0.48753], [-0.89488, -1.38171, 0.04477], [-1.30374, 0.17472, 0.22768], [2.12255, 1.67320, 0.04001], [0.50374, 1.78737, -0.86137], [-1.53249, -1.78318, -0.67371], [-0.44792, -1.81103, 0.93379], [-0.91683, 0.78757, 1.11269], [-2.17520, 0.36150, -0.28877]],
  "forces_ev_per_angstrom": [[-4.148, 1.958, -4.046], [0.714, -1.746, 0.309], [-0.245, -0.631, 0.072], [0.859, 3.939, -1.851], [-0.374, 1.455, 3.291], [3.636, -2.277, 1.853], [0.997, 0.659, -0.227], [2.670, -0.627, 3.746], [-0.856, -1.692, -0.567], [-0.578, -0.886, -0.185], [-1.286, -1.246, -1.161], [-1.389, 1.094, -1.233]],
  "mulliken_charge": [-0.52, 0.26, -0.36, -0.21, -0.33, -0.65, 0.27, 0.32, 0.28, 0.33, 0.31, 0.30],
  "multiplicity": 1,
  "gap_ha": 0.328,
  "energy_ha": -625.51174,
  "de_lowest_kj_mol": 289.4
}



3.
{
  "formula": "C26H48BN3O7S2",
  "method": "ωB97M-V/def2-TZVPD",
  "elements": ["C", "C", "B", "O", "C", "C", "N", "C", "O", "N", "O", "C", "C", "N", "S", "C", "C", "O", "O", "C", "C", "C", "O", "C", "O", "C", "S", "H", "H", "H", "H", "H", "H", "H", "H", "H", "H", "H", "H", "H", "H", "H", "H", "H", "H", "H", "H", "C", "C", "C", "C", "C", "C", "H", "H", "H", "H", "H", "H", "H", "H", "H", "H", "H", "H", "H", "H", "C", "C", "C", "C", "C", "C", "H", "H", "H", "H", "H", "H", "H", "H", "H", "H", "H", "H", "H", "H"],
  "positions_angstrom": [[4.17039, 3.94020, -0.92189], [4.95579, 3.70263, 0.41065], [5.17138, 2.18020, 0.82802], [5.00274, 1.86786, 2.18674], [5.61643, 0.97447, -0.18520], [6.51978, 1.61318, -1.24418], [7.23523, 2.13957, -1.93391], [6.48499, -0.13314, 0.48692], [5.78823, -0.84243, 1.51666], [6.77271, -1.51235, 2.25248], [6.28336, -2.08818, 3.14443], [4.35556, 0.42897, -0.96154], [4.34729, -1.08344, -1.14777], [4.39534, -2.19551, -0.99930], [2.76362, 0.91207, -0.15832], [1.46885, 0.60614, -1.44723], [0.74843, 1.90423, -1.88172], [0.68728, 2.16329, -3.02707], [0.21366, 2.81289, -0.99714], [-0.69283, 2.22697, -0.05296], [-2.12539, 2.07616, -0.67509], [-2.29146, 0.70263, -1.43011], [-3.04014, 2.09833, 0.43914], [-4.24656, 2.66276, 0.12677], [-4.36749, 3.73055, -0.35095], [-5.52930, 1.84225, 0.43216], [-5.21997, 0.79029, 1.92769], [3.08616, 3.76302, -0.75433], [4.29308, 4.98249, -1.28724], [4.46480, 3.27728, -1.76152], [4.34682, 4.16410, 1.22296], [5.93221, 4.24574, 0.44759], [4.34582, 1.15599, 2.28034], [6.84525, -0.81260, -0.31742], [7.39756, 0.36980, 0.87867], [4.36261, 0.85983, -1.98667], [2.02326, 0.21676, -2.32549], [0.75164, -0.16693, -1.10264], [-0.36693, 1.24721, 0.35368], [-0.78875, 2.92830, 0.80319], [-2.31700, 2.86999, -1.42327], [-3.18887, 0.14644, -1.08062], [-1.41576, 0.04787, -1.26036], [-2.45767, 0.88877, -2.51227], [-5.79514, 1.20502, -0.43820], [-6.35085, 2.55798, 0.60788], [-6.42749, 0.73164, 2.57025], [4.86611, -7.80245, 6.10121], [5.43201, -6.50877, 5.52631], [4.37151, -5.43269, 5.29548], [3.28306, -5.79665, 4.28330], [3.78816, -6.16191, 2.88788], [4.51955, -5.01926, 2.19283], [4.15532, -8.27112, 5.41784], [5.66957, -8.51941, 6.28220], [4.35973, -7.61796, 7.05162], [5.96724, -6.72304, 4.59689], [6.17680, -6.11473, 6.22415], [4.86937, -4.51090, 4.97907], [3.88951, -5.19920, 6.25114], [2.59262, -4.95036, 4.20050], [2.68872, -6.62989, 4.67122], [2.92865, -6.44883, 2.27443], [4.43642, -7.04163, 2.93312], [3.87515, -4.14175, 2.10204], [4.82055, -5.31962, 1.18720], [5.42180, -4.72949, 2.73480], [-6.16488, 1.26163, -3.57308], [-6.57729, 2.71251, -3.35318], [-7.93532, 2.85916, -2.66593], [-9.12689, 2.29213, -3.44074], [-9.32816, 2.87189, -4.84045], [-9.61618, 4.36908, -4.83922], [-6.85655, 0.74056, -4.23751], [-5.17345, 1.21735, -4.02938], [-6.12440, 0.71936, -2.62468], [-6.57228, 3.24387, -4.30880], [-5.82048, 3.19805, -2.72924], [-8.10872, 3.91886, -2.45656], [-7.89338, 2.36404, -1.68888], [-10.03417, 2.46355, -2.85172], [-9.02478, 1.20539, -3.52191], [-10.17187, 2.35622, -5.30860], [-8.45799, 2.66437, -5.46951], [-10.50651, 4.59395, -4.24744], [-9.79267, 4.72084, -5.85756], [-8.77963, 4.94117, -4.43351]],
  "forces_ev_per_angstrom": [[-0.029, 0.201, -0.182], [-0.228, 0.069, 0.066], [-0.299, 0.601, 1.253], [-0.676, 0.116, -1.431], [0.262, 0.153, -0.978], [-2.708, -2.115, 3.415], [1.972, 1.405, -2.104], [0.705, 0.637, -0.967], [0.289, 0.649, -0.737], [-0.478, -0.533, 0.889], [0.376, 0.166, -0.360], [-0.610, -1.222, -1.526], [0.299, 4.918, 0.686], [0.020, -3.577, -0.069], [-0.124, -0.084, 0.300], [0.482, -0.025, 0.303], [0.160, -0.004, 0.761], [0.152, 0.278, -1.895], [0.144, -1.598, 0.529], [-1.210, 0.617, 0.724], [0.937, -1.139, -0.501], [-0.343, 0.325, -0.060], [-0.576, -0.099, -0.600], [-1.121, -1.431, 0.910], [0.261, 1.613, -1.014], [0.187, -0.248, 0.642], [-0.169, -0.072, 0.110], [0.695, 0.186, -0.061], [-0.066, -0.644, 0.277], [0.051, 0.335, 0.485], [0.519, -0.335, -0.396], [-0.554, -0.380, -0.315], [0.741, -0.194, 0.316], [-0.401, 0.103, 0.607], [-0.669, -0.359, 0.053], [-0.090, -0.085, 0.721], [-0.666, 0.303, 0.380], [0.586, 0.458, -0.098], [0.075, 0.513, -0.322], [0.235, -0.361, -0.622], [0.075, -0.006, 0.907], [0.583, 0.442, -0.013], [-0.497, 0.267, -0.274], [0.411, -0.253, 0.589], [0.329, 0.417, 0.480], [0.530, -0.344, -0.105], [0.398, 0.334, -0.777], [0.130, -0.052, -0.075], [-0.073, 0.020, 0.122], [0.058, 0.104, -0.063], [-0.037, -0.126, 0.054], [-0.090, 0.131, -0.016], [0.068, -0.146, -0.080], [-0.010, 0.007, 0.044], [-0.067, -0.023, 0.028], [-0.030, -0.014, -0.037], [-0.018, 0.034, -0.004], [0.011, 0.012, -0.062], [-0.026, -0.009, -0.007], [0.025, -0.020, -0.009], [0.018, -0.014, -0.023], [0.011, 0.024, 0.016], [0.026, -0.043, 0.032], [-0.013, -0.001, 0.040], [0.053, 0.017, 0.018], [0.005, 0.093, 0.007], [-0.033, 0.030, -0.006], [0.084, 0.111, -0.151], [0.017, -0.062, 0.171], [-0.007, 0.133, -0.025], [0.051, -0.134, -0.020], [-0.128, 0.037, 0.077], [0.067, -0.026, -0.139], [0.021, -0.042, 0.054], [-0.023, -0.082, 0.019], [-0.049, -0.058, -0.044], [-0.032, 0.007, 0.021], [-0.045, 0.062, -0.036], [-0.005, -0.025, 0.012], [0.010, 0.006, -0.015], [0.009, 0.005, -0.030], [0.003, 0.016, 0.019], [0.057, -0.027, -0.004], [0.011, -0.017, 0.029], [0.042, 0.016, 0.020], [-0.010, 0.053, 0.053], [-0.042, 0.011, 0.011]],
  "mulliken_charge": [-0.67, -0.51, 0.13, -0.43, 1.52, -0.47, -0.54, -1.51, -0.11, 0.02, -0.23, 0.04, -0.25, -0.49, -0.24, -0.61, 0.65, -0.54, -0.44, -0.56, 0.24, -1.09, -0.33, 0.56, -0.51, -0.25, -0.25, 0.10, 0.40, 0.22, 0.32, 0.33, 0.32, 0.52, 0.63, 0.73, 0.52, 0.30, 0.26, 0.39, 0.40, 0.41, 0.26, 0.20, -0.03, 0.41, 0.14, -1.20, -0.35, -0.51, -0.70, -0.42, -1.07, 0.28, 0.38, 0.29, 0.26, 0.36, 0.15, 0.37, 0.35, 0.32, 0.35, 0.26, 0.29, 0.41, 0.19, -1.08, -0.28, -0.36, -0.88, -0.41, -1.19, 0.36, 0.31, 0.16, 0.38, 0.18, 0.35, 0.15, 0.42, 0.33, 0.38, 0.23, 0.29, 0.38, 0.29],
  "multiplicity": 1,
  "gap_ha": 0.346,
  "energy_ha": -2531.53965
}



4.
{
  "formula": "C5H8O",
  "method": "ωB97M-V/def2-TZVPD",
  "elements": ["C", "C", "C", "C", "C", "O", "H", "H", "H", "H", "H", "H", "H", "H"],
  "positions_angstrom": [[-1.25815, 1.14464, 1.69650], [-1.23562, 0.15798, 0.56368], [-0.61958, 0.10027, -0.58624], [0.12035, -0.37639, -1.55612], [1.43115, -1.02865, -1.13026], [2.10740, -0.24960, -0.15927], [-0.49038, 0.80918, 2.41068], [-1.05968, 2.18439, 1.40665], [-2.22840, 1.07443, 2.20386], [-1.71428, -0.80110, 0.77256], [-0.23183, -0.46682, -2.58904], [1.21422, -1.98861, -0.63331], [2.04964, -1.23359, -2.02293], [1.91517, 0.67388, -0.37676]],
  "forces_ev_per_angstrom": [[-0.058, -0.053, -0.084], [0.097, -0.259, -0.149], [-0.080, -0.189, 0.186], [-0.283, -0.258, 0.015], [-0.169, -0.251, -0.266], [0.107, 0.224, -0.230], [-0.198, 0.274, -0.091], [-0.030, -0.353, 0.020], [0.243, 0.230, -0.074], [-0.124, 0.126, 0.161], [0.287, 0.356, 0.307], [0.093, 0.199, -0.266], [-0.052, 0.141, 0.345], [0.167, -0.187, 0.128]],
  "mulliken_charge": [-1.00, -0.13, 0.06, -0.50, -0.27, -0.50, 0.24, 0.33, 0.32, 0.30, 0.34, 0.22, 0.26, 0.33],
  "multiplicity": 1,
  "gap_ha": 0.380,
  "energy_ha": -270.46823,
  "de_lowest_kj_mol": 235.4
}



Max |F| for every record listed, in sequence, given in eV/Å: 4.95, 6.12, 4.97, 0.55.
Highest occupied orbital energy for every record listed, in sequence, given in Ha: -0.46238, -0.30913, -0.35135, -0.34371.